Entry P
Here is 2 unconnected molecules or ions with the total composition C2H4ClF from the Open Molecules 2025 dataset. Energies are from ωB97M-V/def2-TZVPD.

Geometry as XYZ:
```
8
C2H4ClF | the Open Molecules 2025 dataset | ωB97M-V/def2-TZVPD
C 1.142 0.210 0.229
C -1.725 -0.515 -0.653
F -1.431 -1.624 0.094
Cl -2.255 0.782 0.215
H 1.685 1.053 -0.258
H 0.278 0.737 0.772
H 0.733 0.097 -0.802
H 1.571 -0.740 0.402
```

***

Entry Q
8
Properties=species:S:1:pos:R:3 method="wB97M-V/def2-TZVPD" smiles="C=CCl.F"
C -0.343 -1.202 0.359
C -0.302 -0.071 -0.328
Cl -1.716 0.860 -0.704
H -1.273 -1.618 0.730
H 0.579 -1.738 0.558
H 0.611 0.374 -0.710
F 1.558 1.631 -0.274
H 0.885 1.764 0.369

***

Entry R
8
Properties=species:S:1:pos:R:3 method="wB97M-V/def2-TZVPD" smiles=C[C@@H](F)Cl
C 0.542 0.564 -0.107
C -0.391 -0.504 0.312
F -1.600 0.092 0.533
Cl -0.559 -1.614 -1.000
H 0.130 0.858 -1.136
H 1.480 0.167 -0.367
H 0.704 1.377 0.503
H -0.307 -0.939 1.262

***

Among the structures above, stability is smallest for entry P.